[1]
The following is a quantum chemistry calculation of C3H39O17Y as an isolated structure at a distorted geometry, from the Open Molecules 2025 dataset.

Results
Molecular weight: 436.23 g mol⁻¹
E: -1454.14021 Ha
Expectation value of S²: 0.755
Total charge: +3
HOMO-LUMO gap (spin up / spin down): 4.9 / 3.0 eV
Spin multiplicity: 2

Last column: Mulliken charge in e.
Positions of all 60 atoms, in Å:
H: -1.199289 0.417958 -1.949738  0.318
O: -2.867219 -1.818182 -2.405608  -0.562
H: -3.327899 -1.540012 -0.494928  0.271
H: -1.661779 -3.774932 -0.615988  0.273
H: -3.860319 2.642268 2.913062  0.286
H: -1.428239 4.869678 -2.386598  0.345
O: 2.744741 1.844128 -1.458088  -0.775
H: 0.858771 4.529408 0.378172  0.303
O: -1.257189 4.097258 -1.847768  -0.617
H: -2.487869 0.973618 5.211052  0.314
H: -0.510569 0.909048 1.785752  0.267
O: 4.002781 1.087128 0.849372  -0.705
O: -2.156849 1.002978 4.313392  -0.665
H: 1.108611 0.760428 1.444152  0.207
H: 4.287821 -1.863132 0.322212  0.279
H: -2.625049 -4.708582 -1.317638  0.322
O: 0.413381 0.416468 4.847272  -0.667
H: 3.449551 -0.629662 0.061902  0.270
H: 0.979161 0.308408 5.611762  0.321
H: -1.280459 1.684128 -4.289148  0.293
C: -0.180859 -0.216372 -0.145108  1.178
H: 4.429811 1.894658 0.563412  0.315
H: 1.855271 2.189128 -1.535868  0.349
H: 2.546291 -2.596322 2.457512  0.301
O: 3.543331 -1.548232 -0.190438  -0.421
C: -1.028879 0.745808 -0.924278  -1.176
O: 0.677321 -3.489352 -0.148528  -0.385
H: -1.727889 2.445958 -3.059788  0.330
H: -0.843249 -1.053752 0.074272  -0.191
H: -0.394479 4.257668 -1.465358  0.323
H: 2.907311 1.809928 -0.515418  0.359
H: -2.025749 0.885318 -0.506078  0.522
O: -3.599389 -1.626132 0.418912  -0.579
O: -1.718609 -4.642062 -1.017348  -0.624
H: -4.488109 -1.978692 0.373032  0.318
O: 1.737561 -3.084382 2.302632  -0.669
H: -0.047379 -4.113922 -0.117768  0.364
C: 0.185081 0.188198 1.356162  -1.007
H: -0.673219 -2.221412 -2.215168  0.301
H: -0.530079 1.714988 -0.925918  0.158
O: 0.834321 -0.762632 -0.874798  0.494
H: -2.454899 2.142188 3.171172  0.458
H: -3.006469 -0.888112 -2.583958  0.288
H: -1.208069 0.914888 4.404472  0.404
H: 0.778751 -3.194672 0.756522  0.312
H: 0.291041 -0.663082 2.028622  0.207
Y: 2.145991 -2.439512 -1.952678  1.557
H: 1.092991 -2.668712 2.875332  0.310
O: 1.190201 4.037638 -0.373198  -0.655
O: -2.949359 2.775728 2.651202  -0.671
O: -0.082939 -2.730912 -2.770348  -0.530
H: 3.716971 1.270708 1.744272  0.305
H: 0.993431 0.755388 4.165422  0.259
H: 2.130451 3.958388 -0.212308  0.274
H: 2.704061 0.382698 -2.299038  0.367
H: -0.553739 -2.824892 -3.598438  0.305
O: -2.063429 1.953818 -3.809078  -0.602
H: 3.368901 -0.120392 -3.562668  0.334
H: -3.654899 -2.247202 -2.739848  0.271
O: 2.920501 -0.420772 -2.772138  -0.530

Atomic forces in eV per Å
H 0.308 0.026 -0.093
O 0.800 -0.034 0.284
H -0.176 -0.036 -0.399
H -0.828 0.367 0.108
H -0.201 0.029 0.033
H -0.277 0.278 -0.226
O -0.169 -0.592 -0.756
H -0.314 0.323 0.349
O -0.068 -0.598 -0.088
H -0.251 0.084 0.252
H -0.747 -0.417 -0.323
O -0.566 -0.389 -0.189
O -0.050 -0.529 -0.123
H 0.444 -0.161 -0.684
H 0.557 -0.379 0.165
H -0.382 -0.308 0.041
O 0.313 -0.308 -0.488
H 0.000 1.195 0.223
H 0.035 -0.001 0.532
H 0.118 0.129 -0.399
C 1.293 1.154 1.162
H 0.779 0.268 -0.055
H -0.503 0.641 -0.130
H 0.312 -0.007 0.206
O -0.645 -1.280 -0.883
C -0.512 0.316 -0.363
O 0.875 0.792 -1.619
H 0.043 0.811 0.389
H -0.766 -1.235 0.083
H 0.322 0.122 0.092
H 0.071 -0.303 0.508
H 0.145 0.041 0.424
O 0.710 0.011 0.222
O 0.798 0.156 -0.024
H -0.385 -0.070 0.223
O -0.318 0.137 -0.598
H -0.310 -1.069 -0.543
C 0.347 0.285 -0.416
H -0.893 0.198 0.312
H -0.056 0.208 -0.082
O 0.103 -0.616 0.156
H -0.245 -0.213 0.577
H -0.195 0.593 -0.325
H 0.301 -0.182 0.473
H 0.945 0.218 1.232
H -0.272 -0.049 -0.204
Y -2.019 1.445 1.985
H -0.251 -0.051 0.668
O 0.063 -0.635 -0.047
O 0.094 0.771 -1.200
O 1.922 0.141 0.095
H 0.053 0.056 0.515
H 0.208 0.259 -0.026
H 0.311 0.440 -0.123
H -0.217 1.929 1.349
H -0.300 -0.270 -0.646
O -0.165 -0.847 0.031
H 0.408 0.013 -0.656
H -0.375 -0.289 -0.235
O -0.221 -2.565 -0.751

---

[2]
The following is a quantum chemistry calculation of C3H3AgLiO4 as an isolated structure at a distorted geometry, from the Open Molecules 2025 dataset.

Results
Molecular weight: 217.86 g mol⁻¹
E: -571.36837 Ha
Total charge: +1
HOMO-LUMO gap: 8.4 eV
Energy above the lowest of the compared OMol25 structures with the same formula, charge and spin: 0.00 kcal/mol

Last column: Mulliken charge in e.
Positions of all 12 atoms, in Å:
O: 0.877701 0.995024 -0.336587  -0.748
C: -1.932407 -0.931745 0.422648  -0.264
C: -3.335561 -0.466016 0.229455  0.087
H: -2.075598 -1.810071 -0.309910  0.287
O: -3.577606 0.729035 0.086595  -0.584
C: 0.262339 -0.054146 -0.074003  0.755
H: -1.731206 -1.346709 1.421469  0.385
Ag: 3.273556 -0.201125 -0.419329  0.797
Li: -1.976950 1.852787 -0.237896  0.903
H: -4.103895 -1.223390 -0.016562  0.362
O: 0.750581 -1.173929 0.128932  -0.676
O: -1.096392 0.129142 0.085491  -0.303

Atomic forces in eV per Å
O -0.046 0.387 -0.381
C -1.359 -2.121 -0.573
C -0.258 1.696 -0.309
H 1.671 0.934 0.647
O 0.026 -0.711 -0.039
C 2.150 -0.613 0.620
H -0.043 0.016 -0.324
Ag -1.402 0.092 0.186
Li 0.070 -0.320 0.142
H 0.036 0.185 0.671
O -0.235 -0.014 -0.251
O -0.609 0.469 -0.389

---

[3]
The following is a quantum chemistry calculation of C3H3AgO3 as an isolated structure at a distorted geometry, from the Open Molecules 2025 dataset.

Results
Molecular weight: 194.92 g mol⁻¹
E: -487.87197 Ha
Expectation value of S²: 2.033
Total charge: +2
HOMO-LUMO gap (spin up / spin down): 8.1 / 8.0 eV
Energy above the lowest of the compared OMol25 structures with the same formula, charge and spin: 26.17 kcal/mol
Spin multiplicity: 3

Last column: Mulliken charge in e.
Positions of all 10 atoms, in Å:
H: -2.733546 -2.058312 -0.076979  0.522
C: -2.506656 1.163850 0.076692  0.005
C: -2.186977 -1.126976 -0.305509  -0.001
O: -2.592751 -0.134038 0.448532  -0.055
O: 1.321185 0.069864 -0.339754  -0.479
Ag: -0.187389 -0.950126 -1.281672  0.888
H: -1.819652 1.413949 -0.734550  0.300
H: -3.235589 1.796273 0.577010  0.332
O: 1.857444 1.763563 1.111955  -0.139
C: 1.757975 0.831210 0.442154  0.627

Atomic forces in eV per Å
H 0.605 -0.345 -0.316
C -0.260 -1.641 0.738
C -0.326 0.584 1.515
O -0.044 1.476 -2.319
O 1.554 -0.642 0.207
Ag -1.180 -1.138 -0.742
H -0.299 0.138 0.222
H 0.399 0.137 0.188
O 1.066 -1.645 -0.361
C -1.515 3.075 0.866

---

[4]
The following is a quantum chemistry calculation of C3H3BiO3 as an isolated structure at a distorted geometry, from the Open Molecules 2025 dataset.

Results
Molecular weight: 296.03 g mol⁻¹
E: -556.07058 Ha
Expectation value of S²: 0.753
Total charge: +1
HOMO-LUMO gap (spin up / spin down): 7.0 / 6.9 eV
Energy above the lowest of the compared OMol25 structures with the same formula, charge and spin: 12.69 kcal/mol
Spin multiplicity: 2

Last column: Mulliken charge in e.
Positions of all 10 atoms, in Å:
Bi: 2.971556 0.526672 0.218499  1.112
O: 0.764096 0.340710 -0.100770  -0.302
O: 2.098298 -1.349445 0.126340  -0.494
H: -2.493240 0.396871 -0.262372  0.259
C: -0.477651 0.973017 -0.238264  -0.070
C: 0.894691 -1.066487 -0.112404  0.831
H: -0.512385 1.489725 -1.200176  0.319
C: -1.567611 0.395680 0.312126  -0.510
O: -0.122403 -1.739626 -0.083128  -0.414
H: -1.555351 0.032880 1.340148  0.269

Atomic forces in eV per Å
Bi 0.656 0.892 0.155
O 1.529 1.722 0.828
O 2.131 -0.804 -0.364
H -0.039 0.744 0.578
C -2.227 -1.187 -1.738
C -6.249 -2.934 1.476
H 0.025 -0.143 0.294
C 0.998 1.276 0.205
O 3.114 1.210 -0.833
H 0.062 -0.775 -0.601

---

[5]
The following is a quantum chemistry calculation of C3H3Br2ClO as an isolated structure at a distorted geometry, from the Open Molecules 2025 dataset.

Results
Molecular weight: 250.32 g mol⁻¹
E: -5799.57413 Ha
HOMO-LUMO gap: 10.2 eV
Energy above the lowest of the compared OMol25 structures with the same formula, charge and spin: 0.00 kcal/mol

Last column: Mulliken charge in e.
Positions of all 10 atoms, in Å:
H: 1.072379 -0.729117 1.595652  0.407
H: 1.698445 -0.506608 -0.044781  0.415
H: 1.217409 0.901472 0.922875  0.415
C: -0.420570 -0.243771 0.147102  0.256
Br: -0.847778 -2.125072 -0.241366  -0.011
O: -1.817056 0.513487 -1.654066  -0.404
Br: -1.708538 0.401695 1.487729  -0.011
Cl: 0.586132 1.418062 -1.781307  -0.156
C: 0.982393 -0.135365 0.686927  -1.423
C: -0.762816 0.505216 -1.118766  0.513

Atomic forces in eV per Å
H -0.085 0.010 -0.055
H -0.029 0.004 -0.013
H -0.026 -0.002 -0.019
C -0.463 -0.630 0.687
Br 0.207 0.242 0.037
O 0.252 -0.022 0.152
Br 0.293 -0.007 -0.136
Cl 0.195 0.201 -0.199
C 0.106 -0.046 0.119
C -0.450 0.250 -0.573

---

[6]
The following is a quantum chemistry calculation of a 2-piece molecular cluster, C3H3Br2F overall at a distorted geometry, from the Open Molecules 2025 dataset.

Results
Molecular weight: 217.86 g mol⁻¹
E: -5363.85323 Ha
HOMO-LUMO gap (spin up / spin down): 7.7 / 6.2 eV
Energy above the lowest of the compared OMol25 structures with the same formula, charge and spin: 66.96 kcal/mol

Last column: Mulliken charge in e.
Positions of all 9 atoms, in Å:
C: 0.246489 -0.186573 0.001430  0.054
H: -0.420914 1.575074 0.547386  0.430
C: 1.102731 -1.118712 -0.220260  -0.342
H: 1.425699 -1.772790 0.584307  0.286
Br: -0.719840 1.623565 -2.204119  -0.186
Br: -0.054459 0.042039 2.972608  -0.263
F: -2.031736 0.416962 -0.162645  -0.163
H: 1.209529 -1.401528 -1.342412  0.251
C: -0.757499 0.821963 -0.176294  -0.067

Atomic forces in eV per Å
C -0.608 -0.496 1.112
H -1.123 0.664 -0.588
C -0.696 -0.768 -1.969
H 0.408 0.184 -0.247
Br 0.569 -0.543 1.575
Br 0.146 -0.137 -1.450
F 0.328 -0.104 0.875
H 0.273 0.482 1.919
C 0.703 0.718 -1.226